<P>
ORCA calculation (ωB97M-V/def2-TZVPD) on a gas-phase ion, C25H33N4 (charge +1).

CARTESIAN COORDINATES (ANGSTROEM)
C 5.60612 -0.13745 -1.44807
N 4.31086 -0.08668 -0.83228
C 3.48289 0.99745 -0.85647
C 2.24949 0.63571 -0.29884
C 1.05336 1.52963 -0.28582
C -0.29688 0.74168 -0.42659
C -0.39499 -0.48222 -1.13124
C -1.58420 -1.22861 -1.28842
C -2.79903 -0.67322 -0.81182
N -3.98135 -1.36862 -0.87474
C -4.14905 -2.59736 -1.61520
C -2.87677 -3.42365 -1.60954
C -1.64790 -2.57468 -1.97181
C -5.24156 -0.77067 -0.51406
C -5.07919 0.24549 0.60498
C -3.99953 1.25833 0.23499
C -2.73367 0.60935 -0.20757
C -1.52667 1.30869 -0.10025
C 2.36760 -0.74784 0.16548
C 1.55813 -1.69301 0.81213
C 2.02988 -3.01045 0.94870
C 3.33001 -3.37277 0.54658
C 4.15961 -2.44838 -0.10514
C 3.67646 -1.15998 -0.22037
H 6.07236 -1.08791 -1.18332
H 5.51577 -0.03284 -2.53796
H 6.20727 0.69132 -1.06947
H 3.77227 1.94844 -1.31200
H 1.17297 2.21557 -1.14021
H 0.49991 -0.88424 -1.60956
H -4.97737 -3.15902 -1.15374
H -4.46747 -2.37955 -2.65357
H -2.74662 -3.87477 -0.61764
H -3.01150 -4.24567 -2.32083
H -1.65908 -2.43882 -3.06822
H -0.75044 -3.15968 -1.73572
H -5.68060 -0.27672 -1.40307
H -5.93774 -1.56991 -0.21443
H -6.04007 0.74444 0.76635
H -4.80195 -0.27316 1.53311
H -4.37993 1.91615 -0.56732
H -3.77894 1.87939 1.10732
H -1.60065 2.34575 0.20426
H 0.54615 -1.44347 1.15422
H 1.37858 -3.78205 1.36633
H 3.72505 -4.36514 0.76311
H 5.14874 -2.70062 -0.48664
C 2.51402 3.20483 0.93764
N 1.21168 2.42049 0.91946
C 0.21584 3.52683 1.05111
N 1.15813 1.52323 2.04544
C 0.74313 2.14548 3.28908
H 2.49591 4.01639 0.19423
H 2.55117 3.62573 1.93252
H 3.40992 2.60782 0.84750
H 0.04851 3.95979 0.05413
H -0.66708 3.14361 1.54503
H 0.66013 4.30518 1.68851
H 2.07207 1.08350 2.12476
H 1.11409 1.49023 4.09191
H 1.11511 3.18759 3.43017
H -0.36301 2.14105 3.31284

Calculated values
Charge ... +1

<Q>
ORCA calculation (ωB97M-V/def2-TZVPD) on 2 unconnected molecules or ions with the total composition C25H33N4.

CARTESIAN COORDINATES (ANGSTROEM)
C -2.60588 2.42210 -5.16573
N -1.84340 1.91327 -4.01757
C -2.41490 1.37611 -2.89007
C -1.46323 1.42147 -1.80107
C -1.73314 1.29290 -0.40922
C -1.55167 0.17065 0.43708
C -0.70433 -0.91241 0.11013
C -0.50619 -1.94582 0.99310
C -1.17462 -1.94366 2.25025
N -0.89663 -2.90303 3.18033
C -0.10752 -4.07285 2.86109
C 0.98662 -3.75440 1.85704
C 0.41504 -3.05597 0.63067
C -1.66803 -3.04615 4.40177
C -2.13532 -1.70430 4.95504
C -2.83179 -0.88624 3.86871
C -2.08224 -0.88435 2.56430
C -2.23873 0.15074 1.67907
C -0.29212 2.13997 -2.34362
C 0.65371 2.94549 -1.68985
C 1.16728 4.06505 -2.35761
C 0.93387 4.18868 -3.75037
C 0.33825 3.12017 -4.46171
C -0.50280 2.27640 -3.73559
H -1.90572 2.63423 -5.98706
H -3.34845 1.66573 -5.48086
H -3.14356 3.35766 -4.89101
H -3.46778 1.01840 -2.90748
H -2.40850 2.06001 0.00914
H -0.19812 -0.90160 -0.85766
H 0.32029 -4.45103 3.80280
H -0.76658 -4.86943 2.46372
H 1.74283 -3.11659 2.32634
H 1.47986 -4.68933 1.59003
H -0.08924 -3.81265 0.00594
H 1.23921 -2.66974 0.01693
H -2.55818 -3.67720 4.20406
H -1.04615 -3.58882 5.13714
H -2.80553 -1.91966 5.79253
H -1.28026 -1.14104 5.34734
H -3.86495 -1.27499 3.77964
H -2.92834 0.15110 4.21218
H -2.91717 0.96830 1.91649
H 0.92940 2.68013 -0.67887
H 1.73900 4.80656 -1.80626
H 1.22993 5.10526 -4.27037
H 0.45883 2.94576 -5.52491
C 2.90603 1.05548 -1.93957
N 1.96316 0.43225 -0.98733
N 2.52424 0.17377 0.33143
C 3.40111 -0.98287 0.27393
C 3.14778 1.35093 0.92723
H 3.69277 0.33451 -2.31203
H 2.33512 1.34410 -2.81741
H 3.31564 1.99208 -1.51834
H 1.76653 -0.51153 -1.35291
H 3.72753 -1.26257 1.28020
H 2.84535 -1.82446 -0.15706
H 4.26514 -0.74999 -0.37320
H 2.92024 1.41685 2.01946
H 4.24418 1.26634 0.79396
H 2.79213 2.31028 0.46565

Calculated values
Charge ... +1

Which of them is least stable? Easy: <Q>.

<P>
ORCA calculation (ωB97M-V/def2-TZVPD) on a single C6H8N2O3S molecule.

CARTESIAN COORDINATES (ANGSTROEM)
C 2.21760 0.19843 0.00186
C 0.20869 -1.53448 -1.14806
C 2.27402 -1.34869 0.00159
C 0.06263 -0.85135 0.18786
C 0.29092 1.77571 0.12215
C -1.42370 -0.62600 0.65222
N 1.54244 -1.83636 -1.25098
N 0.84798 0.43158 0.10502
O 3.11800 1.00050 -0.05519
O -0.73070 -1.65140 -1.91422
O -2.14476 -1.80531 0.71134
S 1.11406 -1.74049 1.35683
H 3.35697 -1.84647 -0.06271
H 0.92526 2.60664 0.60655
H 0.22077 2.00637 -0.84424
H -0.69369 1.83898 0.60519
H -2.05200 0.15673 0.08579
H -1.33839 -0.15486 1.72493
H 1.91712 -2.07100 -2.07482
H -2.46388 -1.93985 -0.21426

<Q>
ORCA calculation (ωB97M-V/def2-TZVPD) on a single C6H8N2O3S molecule.

CARTESIAN COORDINATES (ANGSTROEM)
C 0.21278 1.25265 0.05677
C 1.87307 -0.76017 0.17854
C -1.12924 -0.76400 -0.47557
C -2.38129 -1.42753 -0.02245
C -2.38365 1.05818 0.15296
C 1.52737 0.63184 0.03290
N -1.10782 0.52742 0.09995
N 2.46528 1.57185 -0.15126
O 3.21071 -1.01338 -0.12076
O 0.01769 2.47905 0.05660
O 1.24221 -1.70406 0.62678
S -3.58718 -0.03071 -0.00429
H -0.25271 -1.20285 -0.00057
H -1.11652 -0.86593 -1.63651
H -2.48499 -2.22707 -0.67964
H -2.36891 -1.68853 1.00574
H -2.52701 1.97879 0.66591
H 3.35255 1.59406 0.34906
H 3.40290 -1.96031 0.05481
H 2.03476 2.55068 -0.18897

Which of them is least stable? Easy: <Q>.

<P>
ORCA calculation (ωB97M-V/def2-TZVPD) on 2 unconnected molecules or ions with the total composition C2H5NS.

CARTESIAN COORDINATES (ANGSTROEM)
C -3.11964 0.32080 -0.30026
C -2.24935 0.77727 0.37140
N 2.01683 -0.76713 0.11582
S 1.88662 0.96217 -0.02498
H -4.13081 0.33378 -0.55564
H 0.82244 0.89722 -0.81804
H -1.23305 0.77344 0.61431
H 2.69679 -0.96955 0.83626
H 2.44346 -1.21901 -0.70645

<Q>
ORCA calculation (ωB97M-V/def2-TZVPD) on a molecular structure, C2H5NS.

CARTESIAN COORDINATES (ANGSTROEM)
C 0.51837 0.04693 0.16150
C -0.86522 0.32906 -0.47664
N 0.00281 -0.14566 1.51796
S -1.63076 0.47665 1.14326
H 0.90492 -0.84907 -0.27135
H 1.25811 0.77915 0.04519
H -1.21807 1.16571 -1.13194
H -1.16109 -0.65810 -0.85077
H -0.06407 -1.14653 1.72867

Which of them is least stable? Easy: <P>.

<P>
ORCA calculation (ωB97M-V/def2-TZVPD) on a single C8H11NO3 molecule.

CARTESIAN COORDINATES (ANGSTROEM)
C 1.61671 0.51579 -1.43772
C -0.73931 -0.54738 -0.52326
C 1.20378 1.84955 1.38088
C -0.18949 1.26758 1.04857
C -0.12558 -0.17153 0.59971
C -0.99634 -1.90628 -0.86586
C 0.40241 -1.10458 1.62987
C -1.22715 0.51021 -1.53390
N 2.22864 1.25746 -0.73430
O 1.34102 2.42864 2.39795
O 2.22703 1.76530 0.56018
O 1.25752 -0.11449 -2.31495
H -0.68814 1.26621 2.05570
H -0.50002 1.92068 0.25039
H -1.22607 -2.48474 0.00801
H -0.22486 -2.38201 -1.42344
H -1.91505 -2.10929 -1.40440
H 0.82272 -1.97626 1.10876
H -0.34876 -1.60249 2.16597
H 1.06824 -0.64739 2.37416
H -0.50105 1.29051 -1.42675
H -2.35421 0.90758 -1.38502
H -1.13204 0.06692 -2.53054

<Q>
ORCA calculation (ωB97M-V/def2-TZVPD) on a single C8H11NO3 molecule.

CARTESIAN COORDINATES (ANGSTROEM)
C 1.31116 0.15561 0.96770
C 0.70605 0.06195 -0.27233
C 0.26833 0.22701 2.01324
C -1.06018 0.58507 1.27726
C -0.81834 0.11239 -0.16192
C 1.43128 0.01578 -1.52097
C -1.33126 -1.37441 -0.26017
C -1.54478 0.84169 -1.34529
N 2.62779 -0.02239 1.18605
O 3.24469 -0.62447 0.35301
O 0.39500 0.03106 3.21307
O 3.16802 0.36459 2.23969
H -2.15545 0.34315 1.63471
H -1.11197 1.66398 1.31725
H 1.30092 0.88606 -2.15285
H 1.03044 -0.89370 -1.98583
H 2.44680 -0.36432 -1.32301
H -2.32497 -1.31758 0.05699
H -0.91292 -1.99658 0.54898
H -1.30907 -1.73008 -1.24787
H -0.98362 1.72455 -1.66927
H -2.37332 1.24921 -0.83256
H -2.00461 0.06141 -2.03587

Which of them is least stable? Easy: <Q>.

<P>
ORCA calculation (ωB97M-V/def2-TZVPD) on a molecular structure, C31H43AsLuN5O14SSi3.

CARTESIAN COORDINATES (ANGSTROEM)
Lu 0.09926 0.48420 -0.31786
O 4.65933 -0.02327 -1.38166
As 3.86031 0.79747 -0.00497
O 4.47262 0.39444 1.48197
O 2.13708 0.75144 -0.20412
C -0.82338 4.54123 0.61363
C -0.53799 5.93796 0.53699
C -0.52481 6.68328 1.67352
C -1.24010 6.27665 2.80842
C -1.68290 4.91181 2.88192
C -1.34755 4.01623 1.84232
S -1.49679 2.30685 2.36657
O -2.84555 1.84604 1.99383
O -1.30221 2.22010 3.80209
O -0.36893 1.58134 1.64512
H 4.26083 0.30203 -2.22693
H -0.21655 6.45810 -0.36903
H -0.04315 7.65875 1.65678
H -1.43715 6.96214 3.62465
H -2.21205 4.44453 3.70612
C -4.07388 0.53544 -2.15204
C -2.87659 0.94911 -1.31369
N -2.13974 0.06058 -0.85700
O -2.69395 -1.23516 -0.85595
C -2.52102 2.33007 -1.28047
C -3.46343 3.46660 -1.75287
N -1.28640 2.57248 -0.88577
O -0.88600 3.88018 -0.68108
H -4.84368 1.33786 -2.01942
H -4.53689 -0.49043 -1.97283
H -3.79908 0.47843 -3.20556
H -2.19071 -1.81236 -0.27783
H -4.46761 3.32036 -1.22227
H -3.57064 3.44367 -2.84174
H -3.04862 4.43992 -1.46238
C -1.96745 -3.87029 1.33078
Si -1.52919 -2.71595 2.76623
C -2.91832 -1.46794 2.92280
C -2.04704 -3.76215 4.24414
C 0.21990 -2.05511 2.69089
Si 0.69781 -1.22241 4.36649
C 1.62577 -2.55916 5.37012
C -0.67157 -0.73763 5.49175
C 1.63606 0.33829 4.19541
Si 1.30301 -2.89758 1.52904
C 3.15501 -2.62513 2.02728
C 1.13732 -4.83103 1.35006
C 1.44086 -2.64936 -0.35827
C 2.50306 -3.13523 -1.07064
C 2.38578 -3.32527 -2.46352
C 1.26685 -2.76336 -3.11165
C 0.23802 -2.17373 -2.31280
N 0.47225 -1.84892 -0.95221
H -3.10763 -3.93659 1.23079
H -1.72151 -4.91378 1.47115
H -1.59591 -3.53508 0.33635
H -2.75101 -0.55452 2.42587
H -2.84320 -1.24917 3.94235
H -3.91358 -1.88868 2.64536
H -1.34847 -4.59102 4.48372
H -2.98269 -4.32207 4.01925
H -2.26154 -3.13880 5.10857
H 1.44026 -2.32290 6.45295
H 2.72609 -2.64840 5.06810
H 1.25420 -3.50653 5.03750
H -1.37134 -1.55121 5.78952
H -1.20059 0.15708 5.11079
H -0.24209 -0.43184 6.46917
H 1.53842 0.80324 5.25338
H 1.11078 1.05098 3.55121
H 2.75405 0.16348 4.03002
H 3.29162 -2.64871 3.11905
H 3.36831 -1.62053 1.71772
H 3.78020 -3.41827 1.54408
H 0.66723 -5.11851 0.39185
H 0.44976 -5.14245 2.15946
H 1.98086 -5.47399 1.42184
H 3.49565 -3.25894 -0.61795
H 3.19465 -3.76933 -3.01027
H 1.23624 -2.91350 -4.17877
H -0.77393 -1.90436 -2.78957
O -1.50870 0.87916 -3.85843
C -0.32474 0.94625 -3.56905
O 0.27686 0.72032 -2.42651
C 0.54056 1.24583 -4.75841
C 1.90206 1.07102 -4.52103
C 2.85970 1.26027 -5.49821
C 2.54796 1.81937 -6.70879
C 1.14901 1.87791 -6.99007
C 0.14249 1.62191 -6.05187
N 0.74759 2.18642 -8.29936
O -0.44385 1.97773 -8.63698
O 1.69827 2.49344 -9.05969
N 4.17626 0.75688 -5.24280
O 5.08373 1.02073 -6.10187
O 4.40237 0.01625 -4.26283
H 2.35621 0.61258 -3.68613
H 3.18135 1.94297 -7.50976
H -0.92217 1.70926 -6.36604

Calculated values
Charge ... -2

<Q>
ORCA calculation (ωB97M-V/def2-TZVPD) on a molecular structure, C31H43AsLuN5O14SSi3.

CARTESIAN COORDINATES (ANGSTROEM)
Lu 0.01987 0.27517 -0.12292
O 1.34538 -2.26169 2.52259
As 1.16254 -0.53086 2.92111
O 0.90956 -0.30418 4.55664
O -0.11150 0.11897 1.94230
C 3.68337 0.55988 1.26318
C 4.77163 -0.02601 1.94005
C 5.72225 0.71917 2.54873
C 5.65988 2.11200 2.46171
C 4.57713 2.72321 1.88432
C 3.59989 1.96067 1.17021
S 2.61172 3.04895 0.05931
O 3.58465 3.43767 -0.97165
O 2.20948 4.19230 0.89499
O 1.37163 2.38196 -0.44743
H 0.90667 -2.44443 1.61764
H 4.79145 -1.08757 1.85170
H 6.50396 0.25115 3.15161
H 6.50111 2.76302 2.78150
H 4.48746 3.80575 1.89570
C 2.18542 -0.62958 -4.27763
C 1.77386 -0.33691 -2.87873
N 0.61981 0.13324 -2.50122
O -0.23670 0.57468 -3.53348
C 2.70082 -0.55918 -1.76316
C 4.09227 -1.14984 -1.99748
N 2.25494 -0.16833 -0.59381
O 3.12745 -0.44453 0.47708
H 1.33608 -0.29259 -4.90328
H 2.40603 -1.71385 -4.47999
H 3.10440 -0.06459 -4.56736
H -0.43919 1.50601 -3.32363
H 4.01781 -2.05484 -2.62519
H 4.46511 -1.42277 -1.01751
H 4.81584 -0.46818 -2.49828
C -3.28669 1.67064 -2.85582
Si -2.54968 2.89464 -1.66723
C -1.13424 3.75138 -2.65219
C -3.84329 4.26265 -1.57992
C -2.00100 2.21373 -0.00293
Si -1.60259 3.73060 1.05951
C -3.23737 4.44003 1.84838
C -0.85180 5.32298 0.40870
C -0.43659 3.31908 2.50984
Si -3.32200 1.24584 0.89529
C -3.04738 1.04518 2.79305
C -5.19228 1.59364 0.72458
C -3.17137 -0.53287 0.18093
C -4.10908 -1.47796 0.50197
C -4.10731 -2.68453 -0.23990
C -3.05058 -2.96041 -1.09958
C -2.05129 -1.97613 -1.21508
N -2.02813 -0.82990 -0.52436
H -2.74401 1.72098 -3.82817
H -4.29448 1.96013 -3.11693
H -3.33118 0.62213 -2.50586
H -1.49862 3.87476 -3.67383
H -0.14596 3.25338 -2.67202
H -0.96286 4.76132 -2.23593
H -4.32765 4.30985 -2.60914
H -3.51183 5.29492 -1.34536
H -4.67288 4.05824 -0.89697
H -3.90929 4.76346 1.03009
H -2.95651 5.24642 2.53115
H -3.72633 3.67626 2.39436
H -1.49481 5.74275 -0.38953
H 0.18698 5.14222 0.13882
H -0.83485 6.03890 1.21711
H -0.65974 3.90433 3.41558
H 0.56029 3.66501 2.16151
H -0.37099 2.26916 2.71943
H -3.06015 1.93755 3.40379
H -2.02050 0.65724 2.85532
H -3.75967 0.31663 3.22912
H -5.45493 2.52006 1.17685
H -5.73907 0.76170 1.26415
H -5.55565 1.62364 -0.32724
H -4.85923 -1.33275 1.27215
H -4.89370 -3.41395 -0.04172
H -2.93282 -3.91910 -1.56689
H -1.22337 -2.17082 -1.85689
O 1.05730 -3.12075 -1.82419
C 0.76312 -3.28030 -0.61256
O 0.24693 -2.37259 0.12131
C 1.05988 -4.60387 -0.01026
C 0.37509 -5.27814 1.04189
C 0.76675 -6.63253 1.32538
C 1.73143 -7.34224 0.59121
C 2.41365 -6.59433 -0.35583
C 2.06175 -5.31716 -0.76186
N 3.59227 -7.16791 -0.88877
O 4.27119 -6.51913 -1.70426
O 3.93048 -8.26553 -0.43364
N 0.19574 -7.32193 2.44246
O 0.68383 -8.44497 2.67128
O -0.68527 -6.72965 3.08445
H -0.40318 -4.78117 1.69383
H 1.95686 -8.37011 0.84454
H 2.66654 -4.77446 -1.49079

Calculated values
Charge ... -2

Which of them is least stable? Easy: <P>.

<P>
ORCA calculation (ωB97M-V/def2-TZVPD) on a molecular structure, C5H16NSi.

CARTESIAN COORDINATES (ANGSTROEM)
C 1.71019 0.00162 -1.69572
C -1.22389 -1.04005 1.55556
C -1.59684 -0.68970 -1.57348
C 1.41765 -0.27167 -0.21950
C 0.53604 0.77872 0.47138
N 0.98266 0.79985 1.87830
Si -1.35158 0.24859 0.08388
H 0.81078 0.45652 -2.14608
H 2.07182 -0.85989 -2.27578
H 2.60142 0.70647 -1.65590
H -0.38452 -1.61873 1.89246
H -1.62210 -0.43236 2.36642
H -1.91918 -1.79922 1.28500
H -1.66754 -0.14709 -2.59274
H -0.59307 -1.28343 -1.59623
H -2.44441 -1.38065 -1.42609
H 0.90005 -1.34028 -0.08801
H 2.33619 -0.28653 0.33847
H 0.96489 1.84548 -0.26352
H 0.55512 1.49757 2.40251
H 0.68753 0.00907 2.40033
H 1.97248 0.97457 1.87880
H -2.25094 1.28622 0.51725

Calculated values
Charge ... +1

<Q>
ORCA calculation (ωB97M-V/def2-TZVPD) on a gas-phase ion, C5H16NSi (charge +1).

CARTESIAN COORDINATES (ANGSTROEM)
C -2.22341 -0.84017 -0.15252
C 0.01728 1.18572 -1.25131
C 0.94087 1.80096 0.84108
C -0.92087 -1.55840 -0.10949
C 0.20786 -0.60978 0.50973
N -0.01138 0.94895 0.18222
Si 1.90905 -1.24707 0.07135
H -2.32004 -0.34400 0.78159
H -3.15287 -1.45647 -0.11902
H -2.47279 -0.11683 -0.91000
H 0.98484 0.88658 -1.67464
H -0.84738 0.77408 -1.74446
H -0.06721 2.31636 -1.47632
H 1.91796 1.51232 0.45312
H 0.65531 2.78844 0.62384
H 1.06054 1.72470 1.98572
H -0.58145 -1.89194 -1.05824
H -1.26047 -2.36540 0.54515
H 0.04039 -0.65390 1.59238
H -0.93224 1.24631 0.62653
H 2.01499 -0.98282 -1.37744
H 2.05619 -2.65436 0.53119
H 2.57336 -0.50734 1.12494

Calculated values
Charge ... +1

Which of them is least stable? Easy: <Q>.